9
Properties=species:S:1:pos:R:3:lowdin_charge:R:1 method="wB97M-V/def2-TZVPD" relative_energy_kcal_mol=98.5 energy_ha=-759.854519 lumo_ha=-0.0282 homo_lumo_gap_ev=9.56
C 0.0381 0.1032 0.0638 0.17
N 1.2456 0.1828 -1.4845 -0.40
N 1.7984 -1.0677 -1.7264 -0.56
O 1.0262 -1.9848 -1.5675 0.04
O 2.9549 -1.1411 -2.0595 0.01
Cl 2.5341 1.2731 -1.1113 0.63
H 0.5368 0.9240 0.4756 0.01
H -0.7126 0.0350 -0.6595 0.04
H 0.1120 -0.8949 0.4839 0.06

***

13
Properties=species:S:1:pos:R:3:lowdin_spin:R:1 method="wB97M-V/def2-TZVPD" spin_multiplicity=2 relative_energy_kcal_mol=0.0 s_squared=0.753 charge=+1 energy_ha=-838.396754 lumo_ha="-0.1631 / -0.1693" homo_lumo_gap_ev="3.97 / 8.35"
O -1.0245 1.2338 1.0389 0.26
C -0.4955 0.2811 1.6153 0.52
C -0.1637 -0.9577 0.8389 0.09
Li -1.1286 3.0094 1.4924 0.02
K -0.5331 1.6831 -1.4410 0.02
H -0.3510 0.2487 2.6946 0.04
H -1.0002 -1.6494 0.8699 0.03
H 0.7929 -1.3456 1.1726 0.01
C 0.0997 -0.8553 -1.0517 0.03
C 1.1952 -0.2517 -1.6814 0.00
H -0.5864 -1.4704 -1.6147 0.00
H 1.3032 -0.3331 -2.7569 0.00
H 1.8921 0.4073 -1.1768 0.00

***

15
Properties=species:S:1:pos:R:3:lowdin_charge:R:1 method="wB97M-V/def2-TZVPD" relative_energy_kcal_mol=33.8 energy_ha=-304.781583 smiles="CC1=C[C@@H](C)N=N1" lumo_ha=0.0188 homo_lumo_gap_ev=9.88
C -2.4450 -0.6638 0.1140 -0.05
C -1.0418 -0.2561 -0.1909 -0.32
C -0.2460 0.6806 0.3336 -0.01
C 1.0532 0.5824 -0.3867 -0.40
C 2.2666 0.2481 0.4815 -0.06
N 0.8280 -0.5053 -1.3532 0.03
N -0.3316 -0.9543 -1.2330 0.06
H -3.1585 -0.1120 -0.5073 0.08
H -2.6901 -0.4733 1.1622 0.08
H -2.5805 -1.7280 -0.0974 0.08
H -0.4739 1.3718 1.1355 0.12
H 1.2612 1.4800 -0.9867 0.15
H 3.1407 0.0668 -0.1492 0.08
H 2.0663 -0.6507 1.0731 0.08
H 2.4888 1.0715 1.1665 0.08

***

18
Properties=species:S:1:pos:R:3:lowdin_charge:R:1 method="wB97M-V/def2-TZVPD" relative_energy_kcal_mol=78.8 energy_ha=-364.142534 smiles="C=C/C=C/N.O.O" lumo_ha=0.0256 homo_lumo_gap_ev=8.32
C 2.3987 -1.2200 -0.4298 -0.01
C 2.1675 -0.3174 0.5506 -0.21
C 0.9514 0.5367 0.5539 -0.17
C 0.0139 0.2401 1.5003 -0.19
N -1.3667 0.2905 1.4978 0.07
H 3.3815 -1.6103 -0.6440 0.04
H 1.5511 -1.6820 -0.9378 0.05
H 2.5185 -0.4869 1.5750 0.10
H 0.8999 1.3545 -0.1491 0.09
H 0.3468 -0.4851 2.2500 0.11
H -1.9017 -0.1456 2.2234 0.08
H -1.9373 0.4736 0.6826 0.05
O -2.3684 1.4884 -0.9959 -0.06
H -2.8483 2.2773 -1.2590 0.05
H -1.4985 1.5241 -1.4118 0.03
O -0.6351 -0.6005 -2.0320 -0.06
H -0.1874 -0.6522 -1.1779 -0.02
H -1.4860 -0.9853 -1.7962 0.04

***

135
Properties=species:S:1:pos:R:3:lowdin_charge:R:1 method="wB97M-V/def2-TZVPD" energy_ha=-43122.608167 lumo_ha=-0.0047 homo_lumo_gap_ev=9.29
C 7.6968 -1.1383 -1.2725 -0.12
C 6.6540 -2.2993 -1.5424 -0.27
C 5.7733 -2.4967 -0.2768 -0.65
Br 4.6051 -0.9290 -0.0691 0.78
C 5.0368 -3.8551 -0.2066 -0.66
Cl 4.3283 -3.9339 1.4999 0.76
O 5.8252 -5.0574 -0.2108 0.01
C 4.8112 -6.0363 -0.2262 -0.61
O 4.8750 -7.1251 0.1037 0.18
O 3.6018 -5.5161 -0.7015 -0.08
C 4.0363 -4.2753 -1.3055 -0.27
C 2.9048 -3.3223 -1.7550 -0.16
C 1.7668 -3.1051 -0.7180 -0.18
C 0.9709 -1.7781 -1.0826 -0.33
N 0.6929 -0.9289 0.1023 -0.04
H 8.7181 -1.4649 -1.5629 0.07
H 7.7520 -0.8661 -0.2016 0.07
H 7.4539 -0.2343 -1.8618 0.07
H 6.0412 -2.0756 -2.4411 0.11
H 7.2696 -3.1938 -1.7730 0.12
H 6.4634 -2.4727 0.5929 0.10
H 4.4900 -4.6555 -2.2519 0.17
H 2.4345 -3.8010 -2.6461 0.09
H 3.3175 -2.3641 -2.1353 0.09
H 0.9957 -3.9087 -0.7430 0.07
H 2.1035 -3.0262 0.3316 0.06
H 1.4875 -1.1788 -1.8448 0.03
H -0.0336 -2.0414 -1.4908 0.09
H 1.4141 -0.2228 0.2042 0.04
H 0.6871 -1.5513 0.9033 -0.02
C -2.4149 -4.2878 0.8436 -2.00
Cl -1.5660 -5.4315 -0.2088 0.50
Cl -3.6871 -5.1411 1.7315 0.50
Cl -1.2720 -3.5800 1.9968 0.49
Cl -3.1332 -2.9989 -0.1361 0.54
C -2.6864 0.0977 3.2930 -1.97
Cl -1.3376 -0.4184 2.2857 0.51
Cl -2.0705 1.0729 4.6381 0.47
Cl -3.8093 1.0532 2.3009 0.50
Cl -3.5346 -1.3185 3.9360 0.53
C 1.0529 -7.5752 -2.2610 -2.00
Cl 1.8167 -9.1701 -2.3272 0.54
Cl 1.9873 -6.4338 -3.2405 0.58
Cl -0.5971 -7.6827 -2.8976 0.53
Cl 1.0000 -7.0148 -0.5829 0.54
C -2.8320 5.3398 3.5388 -1.98
Cl -2.1403 6.3474 2.2433 0.47
Cl -4.3307 6.0548 4.1561 0.51
Cl -3.1705 3.7356 2.8782 0.47
Cl -1.6689 5.2040 4.8690 0.52
C 1.8304 -0.2038 4.8116 -2.02
Cl 3.4117 -0.4546 5.5670 0.54
Cl 0.6359 0.1848 6.0611 0.48
Cl 1.9340 1.1352 3.6557 0.51
Cl 1.3497 -1.6854 3.9658 0.51
C 7.6313 -9.8552 -1.1495 -2.02
Cl 9.0588 -10.2443 -2.1329 0.49
Cl 7.8241 -10.5509 0.4662 0.53
Cl 7.4659 -8.1005 -1.0199 0.58
Cl 6.1818 -10.5270 -1.9106 0.51
C -5.3910 6.2605 0.0261 -2.00
Cl -4.0158 5.6207 -0.8894 0.52
Cl -4.8048 7.3475 1.2949 0.42
Cl -6.4635 7.1442 -1.0714 0.50
Cl -6.2794 4.9209 0.7705 0.53
C 1.9431 5.9135 1.9442 -2.04
Cl 1.6016 6.8559 0.4844 0.52
Cl 1.4602 4.2281 1.6838 0.50
Cl 3.6762 5.9838 2.3013 0.52
Cl 1.0297 6.5811 3.3026 0.49
C 0.0984 1.2672 -4.2571 -1.99
Cl -1.2532 2.3990 -4.4009 0.50
Cl 1.6059 2.0906 -4.6900 0.52
Cl 0.2008 0.6873 -2.5899 0.61
Cl -0.1654 -0.1081 -5.3479 0.49
C 1.8324 1.8703 -8.9953 -2.03
Cl 0.9524 0.8820 -7.8189 0.47
Cl 0.8302 3.2530 -9.4607 0.50
Cl 3.3394 2.4521 -8.2676 0.52
Cl 2.2061 0.8980 -10.4286 0.52
C -5.3183 1.7157 -4.3725 -2.03
Cl -6.6424 1.8788 -3.2098 0.49
Cl -4.5476 3.2972 -4.6068 0.50
Cl -4.1322 0.5569 -3.7530 0.51
Cl -5.9564 1.1364 -5.9189 0.53
C -2.0252 -1.4149 8.9432 -2.01
Cl -1.2164 -2.9752 8.7364 0.54
Cl -2.2990 -0.6775 7.3590 0.48
Cl -3.5752 -1.6563 9.7622 0.54
Cl -1.0013 -0.3452 9.9184 0.46
C -3.8623 10.3234 -2.7632 -2.02
Cl -2.1049 10.4601 -2.9309 0.53
Cl -4.2470 9.4231 -1.2889 0.48
Cl -4.5746 11.9426 -2.6718 0.53
Cl -4.5227 9.4664 -4.1643 0.50
C 1.9166 -2.4700 12.5551 -2.01
Cl 3.2697 -3.0047 11.5452 0.52
Cl 2.5349 -1.4778 13.8896 0.49
Cl 0.7866 -1.5212 11.5745 0.44
Cl 1.0753 -3.8833 13.2121 0.53
C -4.5570 10.4993 -8.3810 -2.04
Cl -3.8161 8.8977 -8.2268 0.50
Cl -3.5663 11.5074 -9.4476 0.52
Cl -6.1814 10.3342 -9.0660 0.52
Cl -4.6638 11.2542 -6.7838 0.49
C -7.1380 10.4189 2.8824 -2.03
Cl -8.8229 10.9373 2.7165 0.53
Cl -6.5090 9.9355 1.3016 0.47
Cl -6.1688 11.7562 3.5203 0.53
Cl -7.0510 9.0433 3.9961 0.51
C -10.5885 1.6065 -1.8690 -2.04
Cl -11.4885 0.6425 -0.6887 0.52
Cl -11.5618 3.0014 -2.3581 0.52
Cl -9.0756 2.1701 -1.1390 0.49
Cl -10.2238 0.6137 -3.2882 0.52
C 3.3518 2.4402 11.9609 -2.04
Cl 4.0095 1.3184 13.1640 0.50
Cl 1.8701 1.7699 11.2674 0.50
Cl 2.9888 3.9901 12.7367 0.52
Cl 4.5426 2.6891 10.6746 0.52
C 6.7603 -12.5364 -5.8393 -2.04
Cl 7.6424 -13.6301 -6.9177 0.52
Cl 5.5113 -13.4437 -4.9714 0.52
Cl 7.8824 -11.8197 -4.6745 0.48
Cl 6.0005 -11.2526 -6.7938 0.52
C -2.1422 -8.1062 4.5404 -2.03
Cl -1.2030 -7.9748 6.0369 0.52
Cl -1.5618 -9.4885 3.5987 0.52
Cl -3.8529 -8.3381 4.9363 0.52
Cl -1.9553 -6.6247 3.5898 0.48
C -2.2999 5.6743 -10.5351 -2.05
Cl -2.8127 4.8548 -9.0513 0.51
Cl -1.8125 4.4680 -11.7359 0.51
Cl -3.6421 6.6361 -11.1729 0.51
Cl -0.9290 6.7370 -10.1778 0.51

***

58
Properties=species:S:1:pos:R:3:lowdin_charge:R:1 method="wB97M-V/def2-TZVPD" relative_energy_kcal_mol=43.1 charge=+1 energy_ha=-2876.405479 lumo_ha=-0.2472 homo_lumo_gap_ev=4.07
Sr 4.1150 -1.3548 2.7864 1.65
O 0.6075 -0.8148 1.6558 -0.54
H 0.0944 -0.2831 1.0166 -0.13
C 3.1694 3.6348 -3.1433 -0.36
O 3.7709 4.6566 -3.4732 0.00
N 2.9356 2.6462 -3.9868 -0.20
C 2.1804 1.5164 -3.4286 -0.06
C 3.1120 2.7092 -5.4275 -0.02
H 2.8169 3.4454 -2.1175 0.13
H 1.2110 1.4181 -3.9171 0.08
H 1.9523 1.5932 -2.3655 0.08
H 2.6876 0.5791 -3.6575 0.08
H 3.7475 3.5696 -5.6372 0.09
H 3.5752 1.7881 -5.7813 0.09
H 2.1160 2.8011 -5.8606 0.09
C -3.2023 -2.3978 -1.0565 -0.36
O -3.1892 -3.4782 -1.6253 0.00
N -3.7950 -1.2776 -1.5332 -0.17
C -3.7348 -0.0028 -0.7111 -0.04
C -4.5465 -1.1938 -2.8107 -0.04
H -2.7150 -2.2089 -0.0875 0.13
H -2.9006 0.6135 -1.0463 0.08
H -3.6393 -0.2128 0.3542 0.08
H -4.6333 0.5986 -0.8492 0.08
H -4.1976 -0.3328 -3.3809 0.08
H -4.3554 -2.0978 -3.3888 0.08
H -5.6250 -1.1426 -2.6609 0.09
C 2.7847 -4.0182 -1.9344 -0.37
O 3.6519 -3.9522 -1.1045 -0.03
N 3.0519 -4.0683 -3.2398 -0.14
C 2.1158 -4.2878 -4.3822 -0.05
C 4.4171 -3.8582 -3.8163 -0.04
H 1.7347 -4.1397 -1.6263 0.14
H 2.4448 -5.0230 -5.1166 0.09
H 2.0280 -3.4654 -5.0922 0.08
H 1.0656 -4.4040 -4.1142 0.09
H 5.1376 -3.6046 -3.0387 0.07
H 4.8826 -4.6794 -4.3613 0.09
H 4.3963 -2.9644 -4.4397 0.09
C -1.1729 3.9206 3.6233 -0.04
C -0.9476 3.0641 4.9429 -0.20
O -1.5363 3.5879 6.1278 -0.03
C -0.9255 4.7089 6.7489 -0.26
O 0.0603 5.3040 6.2893 0.13
C -1.5428 5.1086 8.1041 -0.55
F -2.2274 4.1253 8.6570 0.19
F -0.6099 5.6329 8.9244 0.16
F -2.4053 6.1099 7.8754 0.16
H -0.6618 4.8826 3.6583 0.07
H -2.2340 4.0888 3.4393 0.07
H -0.8375 3.3498 2.7574 0.07
H 0.1178 2.9968 5.1628 0.11
H -1.4730 2.1111 4.8800 0.12
C -2.4402 -5.0115 4.6494 -1.52
Cl -2.2699 -5.5548 6.3134 0.53
Cl -3.8540 -3.9145 4.4295 0.48
Cl -2.7395 -6.3597 3.5177 0.50
H -1.5692 -4.4576 4.2990 0.01

***

24
Properties=species:S:1:pos:R:3:lowdin_charge:R:1 method="wB97M-V/def2-TZVPD" relative_energy_kcal_mol=0.0 charge=-1 energy_ha=-680.495297 lumo_ha="0.1337 / 0.1337" homo_lumo_gap_ev="6.83 / 6.82"
C -3.3023 -0.7358 -0.1568 -0.15
C -2.9839 0.0689 0.8912 -0.15
C -2.5129 -0.7966 -1.2786 -0.11
C -1.7220 0.5395 1.0085 -0.08
C -1.2489 -0.2853 -1.1605 -0.07
C -0.8191 0.4256 -0.0439 -0.24
C 3.4802 0.3243 -0.2001 -0.18
C 0.5932 0.6358 0.2207 -0.02
C 1.7795 -1.2001 -0.0558 -0.26
C 2.8443 1.6208 0.2207 -0.11
N 2.9927 -0.8605 -0.2103 0.04
N 0.0921 -2.7318 0.5065 -0.01
N 1.1934 -2.1836 0.3815 -0.12
N 1.3586 1.6498 -0.0670 -0.29
O 0.8852 2.7661 -0.5143 -0.18
H -4.3937 -1.0705 -0.1791 0.11
H -3.8265 0.0282 1.5937 0.10
H -2.7169 -1.4327 -2.0853 0.08
H -1.4948 1.2504 1.9067 0.15
H -0.5771 -0.5808 -1.9725 0.12
H 4.5617 0.3473 -0.5504 0.10
H 3.0365 1.8080 1.3341 0.13
H 3.4058 2.4235 -0.3023 0.11
H -0.6252 -2.0106 0.7128 0.01

***

34
Properties=species:S:1:pos:R:3:lowdin_spin:R:1 method="wB97M-V/def2-TZVPD" spin_multiplicity=2 s_squared=0.758 charge=-2 energy_ha=-13384.188636 lumo_ha="0.1189 / -0.0656" homo_lumo_gap_ev="10.61 / 5.59"
Zn 0.2513 -0.2329 -0.6193 0.05
As 1.1707 3.2196 0.3373 0.00
F -0.4108 3.6090 1.0432 0.00
F 0.7364 3.4593 -1.3296 0.00
F 2.8269 2.8578 -0.2227 0.00
F 1.6708 2.9640 2.0421 0.00
F 0.7842 1.4620 0.1078 0.00
F 1.5033 4.9240 0.3986 0.00
As -1.3828 -1.8606 2.1901 0.00
F -0.5160 -0.8514 1.0320 0.00
F -0.4071 -1.2117 3.5811 0.00
F -2.2625 -2.8466 3.5155 0.00
F -2.4601 -2.4526 0.8699 0.00
F -0.2671 -3.2467 1.9499 0.00
F -2.5270 -0.4952 2.4329 0.00
As -3.2484 1.0485 -1.2645 0.00
F -1.4921 0.7821 -0.7395 0.00
F -2.7202 2.2821 -2.5287 0.00
F -4.9412 1.3822 -1.7147 0.00
F -3.7991 -0.1128 -0.0100 0.00
F -3.3521 2.3391 -0.0186 0.00
F -3.0647 -0.3490 -2.3626 0.00
As 3.3977 -1.3521 1.0110 0.00
F 1.9897 -0.9696 -0.1670 0.00
F 3.8281 0.3669 1.0512 0.00
F 4.7373 -1.7440 2.1589 0.00
F 3.0444 -3.1462 0.8879 0.00
F 4.4240 -1.4913 -0.5031 0.00
F 2.1584 -1.1936 2.3534 0.00
O 0.0627 -1.6840 -4.1538 0.01
C 0.1556 -1.1614 -2.9084 0.02
O -0.3675 -1.6772 -1.9002 0.42
O 0.6480 -0.0456 -2.6464 0.50
H -0.1710 -2.5719 -3.8735 0.00